# 1
Density functional theory data (ωB97M-V/def2-TZVPD) for a molecular structure, BaCl3O12 in a non-equilibrium geometry.

Geometry as XYZ:
```
16
Properties=species:S:1:pos:R:3:forces:R:3:nbo_charge:R:1
Ba -1.574318 1.139228 1.927233 0.810 -0.470 -0.746 1.962
Cl -2.195872 4.917463 -3.449276 -1.305 8.356 3.855 2.574
O -2.094075 4.356036 -2.110765 0.645 -3.089 -0.437 -0.897
O -2.709427 6.253451 -3.089168 2.021 1.813 1.208 -0.966
O -1.019447 4.990565 -4.191272 3.336 -1.063 -0.149 -0.834
O -3.206982 4.658964 -4.316095 -4.757 -6.263 -4.036 -0.850
Cl 3.830586 -0.199613 -0.187971 -3.293 -1.183 -1.676 2.602
O 4.622067 -0.131520 -1.331542 0.908 1.644 -3.398 -0.873
O 2.911860 0.921379 0.034810 0.817 1.095 0.315 -0.941
O 2.921699 -1.299531 -0.375565 -0.254 -1.160 0.763 -0.912
O 4.754053 -0.374993 0.825447 1.246 -0.194 4.318 -0.868
Cl -1.222130 -4.992726 3.235012 -3.644 -6.057 0.670 2.604
O -2.273220 -5.267312 2.259058 -0.115 1.738 -0.063 -0.903
O -0.916876 -3.655670 3.408869 1.034 4.703 -0.555 -0.910
O -1.671318 -5.504751 4.502375 -0.668 0.404 1.045 -0.918
O -0.156602 -5.810971 2.858850 3.221 -0.273 -1.117 -0.870
```
Positions in Å, forces in eV/Å.

For the HOMO-LUMO gap, the calculation gives 2.30 eV. Its LUMO energy is -3.45 eV. For the energy relative to the best compared isomer or geometry (same formula, charge and spin), the calculation gives 229.3 kcal/mol. The total energy comes out at -62803.53774 eV. Its charge is -1. The molar mass comes out at 435.67 g/mol.



# 2
Density functional theory data (ωB97M-V/def2-TZVPD) for a molecular structure, C6H15NO2Sn in a non-equilibrium geometry.

Geometry as XYZ:
```
25
Properties=species:S:1:pos:R:3:forces:R:3:nbo_charge:R:1
Sn -1.384698 0.546849 -2.636311 0.252 0.377 1.602 1.855
C -2.270378 1.437589 0.956219 -0.386 1.017 -0.330 -0.281
O -2.028178 0.227859 0.217519 -0.056 0.567 -2.785 -0.615
C -1.390978 -0.743971 0.989519 0.808 -0.468 0.482 -0.089
C -0.905588 -1.915391 0.118659 -1.588 0.831 -0.629 -0.333
N 0.126782 -1.708961 -0.938161 0.582 -1.080 1.902 -0.218
C 1.506812 -1.422751 -0.643871 -0.079 1.362 0.016 -0.321
C 1.765602 -0.038901 -0.022201 0.038 -0.711 -0.190 -0.086
O 1.236592 0.947459 -0.917041 -1.235 -1.939 -0.513 -0.578
C 1.719272 2.186169 -0.551441 1.410 3.037 0.147 -0.306
H -1.332618 1.983589 1.059129 0.005 -0.127 0.530 0.199
H -2.809318 1.239049 1.882629 0.381 -0.187 0.168 0.252
H -2.942378 2.070469 0.376569 -0.055 -0.175 -0.198 0.224
H -2.186488 -1.101681 1.643199 0.385 -0.600 0.397 0.263
H -0.604858 -0.267111 1.574929 0.056 -0.232 0.152 0.213
H -1.809358 -2.289331 -0.362451 -0.082 0.057 -0.626 0.263
H -0.702358 -2.800771 0.721069 0.983 -0.178 0.342 0.341
H 0.107972 -2.419971 -1.655241 -0.554 -0.424 -0.644 0.436
H 2.170572 -1.623131 -1.484921 -0.368 0.280 -0.495 0.287
H 1.832852 -2.205161 0.041419 0.001 -0.435 0.839 0.346
H 2.851682 0.005029 0.058989 0.148 0.454 -0.116 0.259
H 1.370382 0.127719 0.979859 -0.146 -0.274 -0.030 0.216
H 1.288742 3.022059 -1.102841 -0.504 -0.360 -0.353 0.226
H 2.776962 2.272069 -0.800461 0.249 -0.232 0.076 0.235
H 1.612962 2.471229 0.495239 -0.243 -0.556 0.257 0.215
```
Positions in Å, forces in eV/Å.

As for the expectation value of S²: 0.757. For the HOMO-LUMO gap (spin up / spin down), the calculation gives 6.16 / 4.90 eV. As for the spin multiplicity: 2. Its LUMO energy (spin up / spin down) is -15.37 / -16.49 eV. The total energy comes out at -17844.58427 eV. Its charge is +3. The molar mass comes out at 251.90 g/mol.



# 3
Density functional theory data (ωB97M-V/def2-TZVPD) for a molecular structure, CH2N4O3 in a non-equilibrium geometry.

Geometry as XYZ:
```
10
Properties=species:S:1:pos:R:3:forces:R:3:nbo_charge:R:1
C -0.588121 0.386658 0.135169 1.830 -1.600 -1.696 0.348
H -0.258290 0.160745 3.174581 1.631 0.019 -3.088 0.495
H 1.966645 -1.442672 -1.127005 -4.848 1.208 2.955 0.491
N -0.804946 0.351797 1.340987 -1.198 0.875 4.078 -0.115
N -1.503086 0.706879 -0.857392 -0.037 0.020 -3.199 -0.217
N -0.938930 0.633604 -2.013479 -1.027 0.355 3.171 0.196
N 0.623544 0.015830 -0.459158 2.157 2.477 -2.707 0.069
O 0.261558 0.151861 2.256082 -2.371 -0.228 1.188 -0.532
O 0.367805 0.308452 -1.901924 -0.688 0.912 0.603 -0.230
O 0.873821 -1.273156 -0.547861 4.551 -4.040 -1.305 -0.507
```
Positions in Å, forces in eV/Å.

For the HOMO-LUMO gap, the calculation gives 9.21 eV. Its LUMO energy is -0.46 eV. For the energy relative to the best compared isomer or geometry (same formula, charge and spin), the calculation gives 83.4 kcal/mol. The total energy comes out at -13163.45983 eV. Its charge is 0. The molar mass comes out at 118.05 g/mol.



# 4
Density functional theory data (ωB97M-V/def2-TZVPD) for a molecular structure, C7H10O in a non-equilibrium geometry.

Geometry as XYZ:
```
18
Properties=species:S:1:pos:R:3:forces:R:3:nbo_charge:R:1
C -2.473488 -0.496976 -0.517418 6.112 -4.444 3.836 -0.426
C -1.284844 -0.228236 0.215497 -3.749 -1.973 -2.788 0.013
C -0.677388 1.106482 0.417252 2.492 1.224 0.017 -0.503
C 0.896215 1.290975 -0.092300 1.934 0.475 0.660 -0.393
C 1.771261 -0.158919 -0.369332 1.820 3.176 3.550 -0.473
C 0.792235 -1.233824 -0.446898 -1.477 -0.529 1.135 0.077
C -0.197902 -1.177694 0.723316 0.281 -1.069 -3.913 0.007
H -2.606370 -1.645478 -0.671168 -0.496 2.462 0.130 0.216
H -2.953072 0.257445 -0.970728 -1.954 2.307 -1.623 0.196
H -0.685531 1.248117 1.468588 0.848 -0.358 1.588 0.220
H -1.190873 2.048185 0.280156 -0.769 -0.153 -1.544 0.244
H 1.605397 1.691419 1.015030 -2.360 -0.418 -3.932 0.222
H 1.027363 2.055216 -1.189327 -0.501 -2.254 3.858 0.230
H 2.650128 0.193750 -0.907118 -0.594 -0.877 -2.008 0.238
H 2.417108 -0.253209 0.527754 -0.981 -0.296 0.488 0.212
H 0.363079 -1.210087 -1.422016 -0.937 -0.300 -0.517 0.182
H 0.104083 -0.993341 1.710380 0.887 0.352 1.021 0.195
O 0.442594 -2.493820 0.228334 -0.557 2.676 0.041 -0.457
```
Positions in Å, forces in eV/Å.

For the HOMO-LUMO gap, the calculation gives 9.58 eV. Its LUMO energy is 0.79 eV. For the energy relative to the best compared isomer or geometry (same formula, charge and spin), the calculation gives 168.6 kcal/mol. The total energy comes out at -9461.24980 eV. Its charge is 0. The molar mass comes out at 110.16 g/mol.